Record 1
This record from the Open Molecules 2025 dataset describes a molecular structure, C28H52NO7PTi at a distorted geometry. The level of theory is the ωB97M-V functional and the def2-TZVPD basis.

```
90
Properties=species:S:1:pos:R:3:forces:R:3:mulliken_charge:R:1
Ti -0.30278 -1.28438 1.81377 1.5 2.3 -0.6 0.3160
O -0.47682 1.21970 2.43709 0.2 0.1 0.1 -0.4573
C -0.54544 1.62666 3.80241 0.0 -0.1 0.2 -0.6770
C 0.07118 0.52134 4.64671 -0.1 0.1 -0.2 -0.9715
N -0.40726 -0.79210 4.19210 0.0 -0.1 0.2 0.3901
C -1.85966 -0.99828 4.41896 -0.1 -0.2 -0.3 -0.7215
C -2.51483 -1.58249 3.15914 -0.8 -0.2 0.6 0.5897
O -3.31279 -2.47844 3.19950 0.0 0.2 0.0 -0.6608
O -2.12783 -0.97001 2.04654 -1.1 0.0 -0.2 -0.3321
C 0.36136 -1.87894 4.81684 -0.1 -0.2 -0.2 -0.8618
C 0.30974 -3.11241 3.90994 0.4 -0.1 0.9 0.5786
O 0.78840 -4.16624 4.22427 -0.1 0.1 -0.1 -0.6421
O -0.23648 -2.83341 2.74814 0.2 -2.0 0.7 -0.0818
H -1.34443 1.32679 2.03278 0.0 0.0 -0.1 0.0561
H -1.57688 1.81900 4.09905 0.0 0.0 -0.1 0.4052
H 0.02141 2.54967 3.93578 0.0 0.0 0.0 0.4177
H -0.14444 0.68809 5.70725 0.0 0.0 0.0 0.2661
H 1.15388 0.54431 4.50968 0.0 -0.1 0.0 0.5306
H -2.36018 -0.05189 4.61979 0.0 0.0 0.0 0.3990
H -2.04997 -1.66611 5.25833 0.0 0.0 0.0 0.4260
H 0.00828 -2.14381 5.81578 0.0 0.0 0.0 0.4685
H 1.40975 -1.58929 4.90739 0.0 0.0 0.0 0.3849
O 0.19743 -0.08521 0.30958 -0.3 0.3 -0.4 -0.6693
P 0.10113 0.52581 -1.09336 0.2 0.0 -0.7 -0.7763
C 0.75894 -0.68987 -2.30088 0.0 0.4 0.2 1.6061
C 0.39784 -0.34498 -3.75707 0.1 -0.1 -0.1 -0.7065
C 1.25854 -1.14463 -4.75551 0.0 -0.1 0.1 -0.9495
C 1.70700 -2.46927 -4.14676 0.1 0.1 0.0 -0.6880
C 2.65832 -2.20518 -2.97149 -0.1 0.1 -0.1 -0.7317
C 2.26872 -0.93116 -2.19593 0.0 -0.2 0.0 -0.6347
C -1.63660 0.83286 -1.62689 0.4 0.0 0.3 0.4172
C -2.53888 1.31851 -0.48525 -0.1 0.1 -0.2 0.1390
C -3.98953 1.37998 -0.97068 0.1 0.0 0.0 -1.0002
C -4.14538 2.23086 -2.25240 0.1 0.0 0.0 -0.8036
C -2.81712 2.83866 -2.69798 -0.1 -0.1 0.0 -0.9759
C -1.75028 1.75553 -2.87189 0.0 0.2 0.0 -1.1489
C 1.08142 2.07534 -1.13157 -0.3 -0.3 0.1 0.7113
C 0.30211 3.23250 -0.48877 0.1 0.2 -0.1 0.1289
C 1.20595 4.46128 -0.38133 0.0 -0.1 0.1 -1.0356
C 2.42512 4.19746 0.52932 0.0 -0.1 0.0 -0.9119
C 2.59568 2.70701 0.82918 0.0 0.1 -0.1 -0.5964
C 2.46068 1.87323 -0.44442 0.0 0.0 0.2 -0.3595
H 0.24493 -1.60730 -1.99182 0.0 0.0 0.0 -0.5945
H 0.54951 0.72264 -3.93820 0.0 -0.1 0.0 0.1401
H -0.65821 -0.55546 -3.93645 0.0 0.0 0.0 0.2782
H 2.14516 -0.56997 -5.03381 0.0 0.0 0.0 0.3438
H 0.68903 -1.31737 -5.66826 0.0 0.1 0.0 0.5119
H 2.20395 -3.08283 -4.89791 0.0 -0.1 0.0 0.5068
H 0.82959 -3.02839 -3.80858 0.0 0.0 0.0 0.2124
H 3.67856 -2.09067 -3.34099 0.0 0.0 0.0 0.5035
H 2.65986 -3.06660 -2.30051 0.0 0.0 0.0 0.0961
H 2.78813 -0.06589 -2.61576 0.0 0.0 0.1 0.5640
H 2.58549 -1.03040 -1.15795 0.0 0.0 0.0 -0.1851
H -1.98734 -0.17260 -1.89112 0.0 0.0 0.0 1.1747
H -2.22484 2.30846 -0.14429 0.0 -0.1 0.0 0.3660
H -2.48305 0.62605 0.34454 0.0 -0.2 0.3 -0.7995
H -4.61023 1.77678 -0.16689 0.0 0.0 0.0 0.4502
H -4.33234 0.35912 -1.15399 0.0 0.0 0.0 0.3538
H -4.86754 3.03095 -2.09014 0.0 0.0 0.0 0.4250
H -4.53536 1.61308 -3.06412 0.0 0.0 0.0 0.3237
H -2.49208 3.58995 -1.97485 0.0 0.0 0.0 0.2164
H -2.94839 3.35538 -3.64955 0.0 0.0 0.0 0.5279
H -0.79487 2.22896 -3.10967 -0.1 0.0 0.0 0.4372
H -2.02044 1.15147 -3.73924 0.1 0.0 0.0 0.4477
H 1.23163 2.31671 -2.18874 0.0 0.0 0.0 1.1788
H -0.04404 2.94124 0.50439 -0.1 0.0 0.0 0.0381
H -0.56800 3.48134 -1.09621 0.0 0.0 0.1 -0.4124
H 0.62418 5.30272 -0.00519 0.0 0.0 -0.1 0.4206
H 1.53868 4.72823 -1.38753 0.0 0.0 0.0 0.3692
H 2.32830 4.74906 1.46545 0.0 0.0 0.0 0.3866
H 3.33073 4.56398 0.04262 0.0 0.0 0.0 0.3593
H 1.85582 2.36961 1.55930 0.0 0.0 0.0 -0.2248
H 3.58109 2.52980 1.26343 0.0 0.0 0.0 0.6576
H 2.61425 0.82751 -0.18140 0.1 0.0 -0.1 -0.2552
H 3.25513 2.15229 -1.13924 0.0 0.0 0.0 0.4666
C 2.48000 -1.95982 1.49398 -0.3 -0.2 -0.2 -0.8668
C 1.80828 -3.11461 0.76078 0.2 0.0 0.0 -0.9899
O 0.47750 -2.73155 0.36468 -0.1 -0.2 -0.2 0.4672
C -0.33080 -3.88082 0.03079 -0.2 -0.2 -0.3 -0.7429
C -1.70714 -3.42893 -0.41310 0.3 0.1 0.1 -0.8763
H 2.13180 -1.89774 2.52908 0.1 0.1 0.0 0.1069
H 2.27655 -1.01749 0.98387 0.1 0.0 0.0 0.2777
H 3.55707 -2.10872 1.51990 0.0 0.0 0.1 0.6336
H 1.75813 -3.99447 1.40683 -0.1 0.0 0.0 0.5946
H 2.36602 -3.37854 -0.14023 0.0 0.0 0.0 0.5476
H -0.40451 -4.53415 0.90150 0.1 0.1 0.1 0.4849
H 0.17744 -4.42085 -0.77278 0.1 0.0 0.0 0.4706
H -2.20017 -2.86253 0.37828 -0.1 0.0 0.0 0.1208
H -2.32036 -4.30018 -0.63469 0.0 0.0 0.0 0.5211
H -1.64237 -2.81397 -1.31339 -0.1 0.0 0.0 0.1285
```
Positions in Å, forces in eV/Å.

Results
Kohn-Sham gap (spin up / spin down) in eV: 8.96 / 10.42
Spin multiplicity: 2
LUMO energy (spin up / spin down) in Ha: -0.0735 / -0.0737
Charge: +1
HOMO (spin up / spin down) in eV: -11.0 / -12.4
ΔE to the lowest compared entry with this formula, charge and spin in kJ/mol: 140.2

Record 2
This record from the Open Molecules 2025 dataset describes a molecular structure, C3H8Si at a distorted geometry. The level of theory is the ωB97M-V functional and the def2-TZVPD basis.

```
12
Properties=species:S:1:pos:R:3:forces:R:3:mulliken_charge:R:1
C -0.66673 -1.55973 -0.68562 -0.4 -1.6 -1.0 -0.5353
C -0.10929 -0.52801 -0.13203 -0.7 4.0 2.3 0.1122
C -1.21063 0.79665 0.68970 3.5 -2.7 -2.9 -1.1730
Si 1.63860 0.17208 0.02538 -1.1 -3.0 -0.7 0.4750
H -0.22432 -2.27820 -1.39625 0.4 0.4 0.6 0.2574
H -1.68609 -1.81374 -0.49532 -0.8 0.1 0.0 0.2538
H -0.47605 1.42980 1.19428 -0.5 0.6 -0.8 0.3933
H -1.83991 0.42619 1.40236 -1.5 -1.5 2.0 0.3506
H -1.80783 1.00983 -0.19088 0.4 1.1 0.1 0.3024
H 2.62302 -0.82590 -0.47252 0.1 0.0 0.4 -0.1552
H 1.71220 0.56958 1.37301 0.4 0.3 1.5 -0.1347
H 1.85042 1.25523 -0.78451 0.2 2.2 -1.4 -0.1465
```
Positions in Å, forces in eV/Å.

Results
Kohn-Sham gap in eV: 10.57
LUMO energy in Ha: 0.0372
Charge: 0
HOMO in eV: -9.6
ΔE to the lowest compared entry with this formula, charge and spin in kJ/mol: 166.5

Record 3
This record from the Open Molecules 2025 dataset describes a molecular structure, C40H33Br2IN2O2PRb at a distorted geometry. The level of theory is the ωB97M-V functional and the def2-TZVPD basis.

```
82
Properties=species:S:1:pos:R:3:forces:R:3:mulliken_charge:R:1
Rb -0.06327 0.34023 0.10982 -1.1 -0.9 0.7 0.9023
N -0.32274 -2.82203 -1.64962 0.3 0.3 0.3 -0.2628
C -1.45533 -3.16259 -2.33989 -0.2 -0.4 -0.3 0.2505
C -1.51675 -4.31133 -3.10833 0.2 0.3 0.3 -0.7099
C -2.68361 -4.68135 -3.77912 -0.4 0.1 0.0 -0.5960
C -3.81789 -3.92091 -3.68485 0.1 -0.3 -0.1 -0.9283
C -3.80995 -2.75011 -2.90491 0.4 0.1 0.2 0.9014
C -4.94693 -1.93157 -2.75745 0.1 0.3 0.2 -0.5709
C -4.86223 -0.78674 -2.01492 -0.1 -0.3 -0.2 -0.7738
C -3.63899 -0.47154 -1.40181 0.1 0.1 0.1 -0.0610
N -2.56661 -1.21452 -1.49478 0.4 0.2 0.3 -0.0356
C -2.62427 -2.34613 -2.22961 -0.4 -0.4 -0.4 0.2016
H 0.52634 -3.29472 -1.92419 -0.1 0.2 0.0 0.2647
H -0.21740 -1.83633 -1.44711 0.1 -0.3 -0.2 0.0256
H -0.63405 -4.93091 -3.19728 0.1 0.0 0.0 0.3268
H -2.67950 -5.58012 -4.37783 0.0 -0.1 -0.1 0.3839
H -4.71942 -4.20077 -4.20700 -0.1 0.0 0.0 0.3747
H -5.87149 -2.22715 -3.23165 -0.1 0.0 -0.1 0.4248
H -5.70930 -0.13029 -1.89716 -0.1 0.1 0.0 0.3884
H -3.54894 0.43407 -0.81134 0.0 0.1 0.0 0.3603
Br 2.33861 -1.83262 0.88781 0.2 -0.4 0.1 -0.1330
C 3.67175 -0.51771 0.45500 0.3 0.0 -0.2 0.0722
Br 3.24898 1.17498 1.25510 0.1 0.2 0.1 -0.0131
H 3.66636 -0.38216 -0.62306 -0.1 0.0 0.2 -0.2922
H 4.63053 -0.86126 0.83885 -0.2 0.1 0.0 0.5168
C 1.12774 4.67520 -1.24160 -0.2 -0.2 0.1 -1.5620
C 1.11635 3.17695 -1.49256 -0.1 0.2 0.0 0.9603
O 0.14697 2.51484 -1.10357 0.2 1.0 -0.3 -0.5494
C 2.23801 2.60348 -2.18846 0.2 -0.5 -0.1 0.3023
C 3.12434 3.42789 -2.89952 0.1 0.0 0.0 -0.5212
C 4.16426 2.92511 -3.63439 0.1 0.4 -0.2 -0.8445
C 4.36985 1.54189 -3.68250 0.0 0.0 0.1 -0.5118
C 3.55469 0.70433 -2.98209 0.0 -0.2 -0.1 -0.2634
C 2.45017 1.17542 -2.19925 0.1 0.1 -0.1 -0.3969
O 1.75732 0.35745 -1.52961 0.4 -0.3 -0.6 -0.3824
H 0.97196 5.20291 -2.17996 0.0 0.1 -0.1 0.5161
H 2.07690 4.98271 -0.81054 0.1 0.1 0.0 0.4036
H 0.31486 4.93741 -0.56696 0.0 0.0 0.0 0.1399
H 2.96392 4.49549 -2.89105 0.0 0.1 0.0 0.3438
H 4.80726 3.58762 -4.19355 0.1 0.1 0.0 0.3864
H 5.17540 1.14047 -4.28412 0.1 0.0 0.0 0.4052
H 3.70433 -0.36899 -3.02465 -0.1 0.0 0.0 0.4911
I -1.91238 3.24572 0.72767 -0.7 0.2 0.0 0.1399
C -3.34607 3.19510 2.28097 0.0 0.1 -0.6 0.1234
C -4.61777 3.54879 1.90449 0.4 -0.1 -0.2 -0.5741
C -5.64419 3.67433 2.84481 -0.1 0.0 0.4 -0.7978
C -5.35297 3.51543 4.16752 -0.2 0.1 -0.2 -0.8294
C -4.05383 3.16288 4.58850 0.1 0.0 -0.1 0.7713
C -3.78119 3.06478 5.96731 0.2 -0.1 0.1 -0.8869
C -2.53401 2.73188 6.40944 -0.3 0.1 0.2 -1.1356
C -1.55173 2.38397 5.48153 -0.1 0.1 -0.4 -0.0167
C -1.77442 2.42280 4.12237 0.2 -0.1 0.3 0.6928
P -0.46434 1.59318 3.11508 0.2 0.1 0.8 0.8875
C 0.96749 2.64574 3.58999 0.0 -0.2 -0.1 1.4747
C 1.30231 3.67713 2.71424 0.0 -0.1 0.0 -0.4015
C 2.38864 4.49348 2.96638 0.1 0.1 0.0 -0.4117
C 3.17225 4.27898 4.08605 0.1 0.0 0.0 -0.6505
C 2.85342 3.25266 4.95792 0.1 0.0 0.1 -0.9454
C 1.75440 2.44438 4.72262 -0.1 0.1 -0.1 -0.1180
C -0.19393 0.08082 4.11989 0.0 0.0 -0.3 0.5171
C -1.26392 -0.62003 4.67338 0.0 0.2 0.0 -0.7462
C -1.07643 -1.87798 5.21652 0.0 -0.1 0.0 -0.6774
C 0.17637 -2.46790 5.19496 0.0 0.0 0.0 -0.6367
C 1.24108 -1.78961 4.62509 0.1 -0.1 0.0 -0.8328
C 1.05917 -0.53178 4.08321 -0.1 0.2 0.0 -0.6790
C -3.01865 2.91504 3.63210 -0.2 0.0 0.2 -0.1971
H -4.82132 3.75141 0.86280 0.0 0.0 0.0 0.4379
H -6.64189 3.92781 2.52063 -0.1 0.0 0.0 0.3983
H -6.11309 3.66341 4.92021 -0.1 0.0 0.1 0.3632
H -4.58060 3.26717 6.66444 -0.1 0.1 0.1 0.3771
H -2.30737 2.69080 7.46398 0.0 0.0 0.1 0.4313
H -0.59574 2.03854 5.84404 0.0 0.0 0.1 0.2218
H 0.71529 3.84141 1.82336 -0.1 0.0 -0.1 -0.1111
H 2.63054 5.29484 2.28496 0.0 0.1 -0.1 0.4390
H 4.03367 4.90181 4.27396 0.1 0.1 0.0 0.3959
H 3.47041 3.08233 5.82845 0.0 0.0 0.1 0.4071
H 1.53000 1.64707 5.41991 0.0 0.0 -0.1 0.3795
H -2.25075 -0.17385 4.69124 0.0 0.0 0.0 0.4373
H -1.91438 -2.40763 5.64553 -0.1 0.0 0.0 0.4288
H 0.32208 -3.45172 5.61458 0.0 -0.1 0.0 0.4029
H 2.21669 -2.24850 4.58842 0.1 -0.1 0.0 0.4507
H 1.89726 -0.00498 3.64334 0.0 -0.1 -0.1 0.5362
```
Positions in Å, forces in eV/Å.

Results
Kohn-Sham gap in eV: 7.00
LUMO energy in Ha: -0.0003
Charge: 0
HOMO in eV: -7.0
ΔE to the lowest compared entry with this formula, charge and spin in kJ/mol: 104.3

Record 4
This record from the Open Molecules 2025 dataset describes 5 unconnected molecules or ions with the total composition C22H28F2N6O4 at a distorted geometry. The level of theory is the ωB97M-V functional and the def2-TZVPD basis.

```
62
Properties=species:S:1:pos:R:3:forces:R:3:mulliken_charge:R:1
O 2.15317 -0.01672 -2.81166 2.7 -1.7 2.9 -0.3593
C 1.41684 0.38031 -3.59210 -1.6 0.5 -1.3 0.4822
F 1.88545 0.86590 -4.72479 -0.8 0.7 -0.9 -0.2179
N 0.00577 0.34964 -3.43848 -0.4 0.8 -1.4 -0.0916
C -0.48236 1.44856 -2.60590 -0.3 0.2 -1.7 0.0821
O -0.24666 1.43586 -1.46599 0.4 -0.1 3.3 -0.4943
N -1.25413 2.46395 -3.19153 -1.3 -1.7 -2.3 -0.0840
C -2.57934 2.58469 -2.58800 1.1 -0.5 -2.0 0.3153
O -2.65662 3.12671 -1.58053 -0.7 1.8 4.1 -0.3547
O -3.65302 2.11272 -3.26466 0.7 -0.5 -0.7 -0.3863
C -4.17682 0.88706 -2.71867 -0.3 -1.1 -0.1 -0.6255
C -3.33147 -0.36473 -3.03668 -0.4 0.3 -0.1 -0.3538
C -2.90776 -0.42868 -4.50953 -0.3 0.6 1.1 -0.2391
F -2.50094 -1.71400 -4.78518 0.1 -0.2 -0.3 -0.3268
H -0.19207 -0.49731 -2.91423 0.1 0.1 0.2 0.2715
H -1.41343 2.23197 -4.17370 0.3 0.1 0.1 0.4612
H -5.14027 0.72209 -3.21061 0.1 0.4 0.0 0.3928
H -4.36176 0.95074 -1.63887 0.1 0.3 -0.2 0.4407
H -4.00006 -1.21405 -2.83172 0.2 0.1 -0.1 0.2305
H -2.48181 -0.48323 -2.35323 0.0 0.1 -0.2 0.2408
H -3.74407 -0.13605 -5.15351 0.1 -0.2 -0.1 0.3603
H -2.06387 0.24779 -4.65092 -0.1 -0.2 -0.4 0.1525
N -0.53899 2.43707 1.39401 -0.1 0.0 0.1 0.2431
C -1.08183 1.73366 2.43165 0.0 0.0 -0.1 -0.4410
C -0.59228 2.25623 3.60223 -0.1 -0.1 0.0 -0.6279
C 0.27701 3.32227 3.25474 0.1 0.1 0.0 -0.5416
C 0.28623 3.41004 1.88466 0.0 -0.1 -0.1 -0.5634
H -0.71892 2.26579 0.41748 0.1 0.0 0.0 0.3032
H -1.76701 0.92235 2.25006 0.0 0.0 0.0 0.4603
H -0.83170 1.91249 4.59545 0.0 0.0 0.0 0.4563
H 0.83218 3.95229 3.93054 0.0 0.0 0.0 0.3700
H 0.80875 4.07826 1.22033 0.0 0.0 0.0 0.3914
N 2.87387 0.85790 2.74274 0.0 -0.1 -0.1 0.1683
C 4.17404 0.67714 2.35929 -0.1 0.1 0.0 -0.6849
C 4.71867 -0.29542 3.15647 0.1 0.0 0.0 -0.3762
C 3.70393 -0.72153 4.05364 -0.1 0.0 0.0 -0.7132
C 2.57776 0.00798 3.77046 -0.1 0.0 0.0 -0.1630
H 2.23102 1.51677 2.33305 0.0 0.0 0.1 0.2185
H 4.59891 1.25483 1.55552 0.0 0.0 0.0 0.3638
H 5.73145 -0.66126 3.10156 0.0 0.0 0.0 0.5008
H 3.78982 -1.47649 4.81845 0.0 0.0 0.0 0.3712
H 1.59478 -0.00326 4.21059 0.0 0.0 0.0 0.3523
N 7.43132 -3.90941 1.72329 0.0 0.0 -0.1 0.0005
C 6.47878 -3.18049 1.06448 -0.1 0.0 0.1 -0.5987
C 7.04099 -2.69613 -0.08642 0.0 0.0 0.0 -0.3428
C 8.38497 -3.15518 -0.12646 0.1 0.0 0.0 -0.4292
C 8.59471 -3.90257 1.00187 0.0 0.0 0.1 -0.4791
H 7.29710 -4.37743 2.60088 0.0 0.0 0.0 0.2043
H 5.48756 -3.06906 1.47194 0.0 0.1 0.0 0.4736
H 6.54403 -2.08168 -0.81914 0.0 0.0 0.0 0.4261
H 9.11363 -2.95912 -0.89599 0.0 0.0 0.0 0.3770
H 9.46727 -4.42721 1.35340 0.0 0.0 0.0 0.3681
N -6.24976 -1.34715 -0.25234 0.0 0.0 0.0 0.0117
C -5.55472 -1.11662 0.90582 0.1 0.0 0.0 -0.4722
C -6.40755 -0.52151 1.79609 0.1 0.0 0.0 -0.4093
C -7.66772 -0.39180 1.15367 0.0 0.0 0.0 -0.4110
C -7.53995 -0.91149 -0.10647 0.0 0.0 -0.1 -0.4991
H -5.87200 -1.77102 -1.07973 -0.1 -0.1 0.1 0.2104
H -4.51740 -1.39457 0.99398 0.0 0.0 0.0 0.4029
H -6.15703 -0.21387 2.79793 0.0 0.0 0.0 0.4094
H -8.56543 0.03423 1.57033 0.0 0.0 0.0 0.3958
H -8.25126 -1.00822 -0.90957 0.0 0.0 0.0 0.3775
```
Positions in Å, forces in eV/Å.

Results
Kohn-Sham gap in eV: 7.83
LUMO energy in Ha: 0.0002
Charge: 0
HOMO in eV: -7.8